# 1
The molecule C17H19F4NO5, computed with the ωB97M-V functional and the def2-TZVPD basis.

XYZ file:
```
46
Properties=species:S:1:pos:R:3:forces:R:3:lowdin_charge:R:1
C 4.5906 1.5513 3.8973 0.0 -0.1 0.1 -0.03
C 3.7803 1.0976 2.7213 0.0 -0.1 -0.1 -0.20
C 2.4274 1.3822 2.6587 0.0 0.0 -0.1 0.02
C 1.6578 0.9823 1.5697 0.4 -0.2 -0.1 -0.19
N 0.2953 1.3036 1.5888 0.1 0.2 0.4 0.14
C -0.6725 1.0125 0.6825 -0.5 0.3 0.1 -0.45
O -0.4897 0.3913 -0.3456 0.1 -0.1 -0.1 0.07
C -2.0450 1.5097 1.1047 0.0 -0.1 0.0 -0.09
C -2.6715 0.5688 2.1426 0.0 -0.1 -0.1 -0.17
C -2.8164 -0.8561 1.6023 0.0 0.2 0.1 -0.08
C -3.7737 -0.8862 0.4368 0.1 -0.2 0.1 -0.48
O -4.8458 -0.3542 0.3925 -0.1 0.1 0.1 0.13
O -3.2584 -1.6198 -0.5728 0.4 -0.1 0.0 0.03
C -4.0111 -1.7206 -1.7638 -0.5 0.2 -0.6 -0.05
C -3.1558 -1.2833 -2.9572 -0.2 0.1 0.3 -0.44
F -3.9409 -1.2268 -4.0605 -0.2 0.2 0.1 0.12
F -2.2116 -2.2190 -3.2309 0.3 0.0 0.2 0.11
C -2.4437 0.0666 -2.7233 0.6 -0.4 0.3 -0.30
F -2.0119 0.5815 -3.8881 0.1 -0.1 -0.4 0.10
F -3.3204 0.9581 -2.2037 -0.4 0.1 0.2 0.09
C 2.2585 0.2978 0.5217 -0.1 0.0 -0.1 0.04
C 3.6148 0.0123 0.5528 0.1 0.1 0.3 -0.19
C 4.2459 -0.7297 -0.5835 0.1 0.0 -0.1 -0.02
C 4.3712 0.4037 1.6614 -0.3 0.0 0.0 -0.07
C 5.8289 0.1017 1.6927 0.3 0.1 -0.2 -0.49
O 6.6381 0.4752 0.8843 0.0 0.0 -0.1 0.12
O 6.1732 -0.6607 2.7420 -0.1 -0.4 0.5 0.12
H 5.4854 2.0757 3.5664 0.1 0.1 0.1 0.09
H 4.9044 0.6938 4.4901 0.0 0.0 0.1 0.09
H 4.0100 2.2174 4.5304 0.0 0.1 0.0 0.08
H 1.9629 1.9265 3.4697 0.0 0.1 0.1 0.12
H 0.0077 1.8282 2.4042 0.0 -0.1 -0.2 0.14
H -2.6849 1.5500 0.2229 0.1 0.1 0.0 0.12
H -1.9689 2.5161 1.5199 0.0 0.0 0.0 0.12
H -2.0608 0.5440 3.0478 -0.1 0.0 0.0 0.11
H -3.6615 0.9461 2.4033 0.1 0.0 0.1 0.12
H -1.8591 -1.2626 1.2781 0.0 -0.1 0.1 0.12
H -3.2269 -1.5004 2.3830 0.0 0.0 -0.1 0.13
H -4.3086 -2.7630 -1.9157 0.1 0.2 0.0 0.15
H -4.8992 -1.0789 -1.7016 0.2 -0.2 -0.1 0.14
H -1.5936 -0.0387 -2.0287 -0.4 0.0 -0.3 0.14
H 1.6664 -0.0077 -0.3240 0.0 0.0 0.0 0.10
H 3.5324 -0.8736 -1.3898 0.0 -0.1 0.0 0.08
H 5.1053 -0.1803 -0.9615 0.0 0.0 -0.1 0.08
H 4.5972 -1.7061 -0.2507 0.0 -0.1 0.0 0.10
H 7.1278 -0.8362 2.7264 -0.1 0.2 -0.2 0.14
```
Positions in Å, forces in eV/Å.

Calculated values
frontier orbital gap: 9.278 eV
energy relative to the best compared isomer or geometry (same formula, charge and spin): 1.9 kcal/mol
LUMO energy: 0.389 eV
highest occupied orbital energy: -8.89 eV
SMILES: Cc1cc(NC(=O)CCCC(=O)OCC(F)(F)C(F)F)cc(C)c1C(=O)O

=====

# 2
A structure of composition C17H19F6N5O3PtSb, computed with the ωB97M-V functional and the def2-TZVPD basis.

XYZ file:
```
52
Properties=species:S:1:pos:R:3:forces:R:3:lowdin_charge:R:1
Pt 0.1893 0.5264 -1.4981 0.2 0.2 -0.6 1.29
C 2.8378 3.8143 -1.2995 0.0 0.0 0.0 0.01
C 1.5811 3.0113 -1.2223 0.1 -0.1 -0.3 -0.41
O 1.5858 1.9054 -1.8133 0.4 0.0 0.3 -0.14
C 0.4785 3.5517 -0.4940 -0.3 -0.1 0.1 0.02
C -0.7601 2.9936 -0.2832 0.1 0.3 0.1 -0.29
C -1.7849 3.7090 0.5385 0.0 0.0 0.0 -0.02
N -1.0763 1.7647 -0.7555 -0.3 -0.4 0.0 -0.15
N -2.2798 1.2777 -0.4375 0.1 0.2 0.1 0.11
C -2.3812 -0.0035 -0.7909 0.0 -0.1 -0.2 -0.40
O -1.4430 -0.6341 -1.3848 0.0 -0.3 0.4 -0.15
C -3.6336 -0.7204 -0.4849 0.0 0.0 0.0 -0.15
C -3.7659 -2.0514 -0.8742 0.0 0.0 0.0 -0.01
C -4.9299 -2.7437 -0.5862 0.0 0.0 0.0 -0.07
C -5.9628 -2.1124 0.0939 0.0 0.0 0.0 -0.08
C -5.8316 -0.7868 0.4859 0.0 0.0 0.0 -0.07
C -4.6710 -0.0886 0.1983 0.0 0.0 0.0 -0.02
H 3.4970 3.4104 -2.0624 0.0 0.0 0.0 0.09
H 3.3243 3.7320 -0.3231 0.0 0.0 0.0 0.10
H 2.6321 4.8679 -1.4837 0.0 0.0 0.0 0.09
H 0.6573 4.5100 -0.0297 0.0 0.0 0.0 0.12
H -1.3828 4.6533 0.8946 0.0 0.0 0.0 0.08
H -2.0505 3.0824 1.3902 0.0 0.0 0.0 0.09
H -2.6943 3.8857 -0.0348 0.0 0.0 0.0 0.09
H -2.9491 -2.5271 -1.3991 0.0 0.0 0.0 0.12
H -5.0332 -3.7767 -0.8912 0.0 0.0 0.0 0.10
H -6.8719 -2.6547 0.3198 0.0 0.0 0.0 0.10
H -6.6363 -0.2973 1.0184 0.0 0.0 0.0 0.10
H -4.5546 0.9434 0.4978 0.0 0.0 0.0 0.11
F 0.3541 0.9639 1.7524 0.2 0.0 0.1 -0.37
Sb 2.1817 1.1175 2.3077 -0.1 0.0 0.0 1.38
F 2.1552 2.9679 1.8949 0.0 0.0 0.0 -0.35
F 1.5633 1.4366 4.0580 0.1 0.0 0.0 -0.36
F 3.9788 1.2191 2.8569 0.0 0.0 0.0 -0.36
F 2.1949 -0.7566 2.6308 0.6 0.7 0.3 -0.34
F 2.7237 0.7923 0.5153 0.1 0.0 0.0 -0.35
C 3.8631 -2.4297 -2.2647 0.0 0.0 0.0 0.01
N 2.9619 -2.5308 -1.1203 0.0 0.0 -0.1 -0.03
C 3.1880 -3.4211 -0.1157 0.1 0.0 0.0 -0.03
C 2.3997 -3.4836 0.9733 0.1 0.0 0.1 0.02
C 1.3346 -2.5342 1.0420 -0.1 -0.1 0.0 -0.38
N 1.0870 -1.7247 0.0290 -0.2 0.2 -0.2 0.18
C 1.8751 -1.6955 -1.0388 0.0 0.2 0.0 -0.48
O 1.6890 -0.8855 -2.0021 -0.6 -0.1 0.4 -0.14
N 0.5436 -2.4353 2.1175 -0.5 -0.7 -0.4 0.17
H 3.5384 -3.0850 -3.0723 0.0 0.0 0.0 0.10
H 4.8666 -2.7024 -1.9472 0.0 0.0 0.0 0.09
H 3.8586 -1.4035 -2.6172 0.0 0.0 0.0 0.10
H 4.0532 -4.0562 -0.2445 0.0 0.0 0.0 0.14
H 2.6125 -4.1714 1.7767 0.0 0.0 0.0 0.12
H 0.8532 -2.8568 2.9758 0.0 0.1 0.0 0.11
H 0.0333 -1.5672 2.2036 0.0 -0.1 0.0 0.10
```
Positions in Å, forces in eV/Å.

Calculated values
frontier orbital gap (spin up / spin down): 8.108 / 6.904 eV
energy relative to the best compared isomer or geometry (same formula, charge and spin): 0.0 kcal/mol
LUMO energy (spin up / spin down): -0.069 / -2.259 eV
2S+1: 2
highest occupied orbital energy (spin up / spin down): -8.18 / -9.16 eV

=====

# 3
The molecule C17H19FN2O, computed with the ωB97M-V functional and the def2-TZVPD basis.

XYZ file:
```
40
Properties=species:S:1:pos:R:3:forces:R:3:lowdin_charge:R:1
O -0.8795 -0.6967 -1.2342 0.1 0.4 -0.4 0.06
C -1.1594 -1.3913 -0.2820 -0.2 -0.4 0.4 -0.53
N -0.3272 -2.3688 0.1885 0.1 -0.3 0.1 0.06
C 1.0374 -2.4506 -0.2850 0.2 0.2 0.1 -0.19
C 2.0215 -1.7548 0.6593 0.1 -0.1 -0.2 -0.18
C 3.4007 -1.5632 0.0302 -0.2 0.0 0.0 -0.19
C 3.4207 -0.4800 -1.0588 0.1 -0.1 0.2 -0.16
C 3.0487 0.8646 -0.4998 0.0 0.0 -0.2 -0.25
C 1.7511 1.3499 -0.6109 0.0 0.0 0.0 -0.04
C 1.4087 2.5708 -0.0554 -0.1 0.1 0.0 -0.08
C 2.3576 3.3233 0.6149 0.0 0.1 0.1 -0.10
C 3.6536 2.8489 0.7272 0.1 0.1 0.1 -0.09
C 3.9941 1.6274 0.1748 0.0 0.0 0.0 -0.05
N -2.3485 -1.3245 0.4148 0.1 -0.3 0.3 0.13
C -3.4407 -0.4892 0.1847 -0.3 0.3 -0.1 -0.23
C -3.4403 0.5043 -0.7923 0.1 -0.1 0.0 0.00
C -4.5511 1.3078 -0.9651 -0.4 0.0 0.2 0.00
C -5.6584 1.1174 -0.1599 0.1 0.0 0.0 -0.29
F -6.7452 1.9045 -0.3289 0.1 0.0 0.0 0.05
C -5.6832 0.1396 0.8173 -0.1 0.2 -0.2 -0.01
C -4.5706 -0.6609 0.9851 0.2 0.0 -0.1 -0.03
H -0.5185 -2.7958 1.0811 -0.1 0.1 -0.1 0.14
H 1.3061 -3.5037 -0.4098 0.0 0.1 -0.1 0.12
H 1.0419 -1.9656 -1.2617 0.0 -0.2 0.0 0.11
H 1.6169 -0.7776 0.9323 -0.1 -0.1 0.1 0.11
H 2.1199 -2.3462 1.5738 0.0 0.0 0.1 0.11
H 4.1047 -1.2780 0.8151 0.1 -0.1 0.0 0.11
H 3.7397 -2.5099 -0.3969 0.1 -0.1 0.0 0.11
H 4.4280 -0.4360 -1.4796 -0.1 0.0 -0.1 0.12
H 2.7321 -0.7472 -1.8605 0.0 0.0 -0.1 0.11
H 1.0008 0.7719 -1.1309 -0.1 -0.1 -0.1 0.09
H 0.3954 2.9341 -0.1476 -0.1 0.0 0.0 0.10
H 2.0902 4.2770 1.0465 0.0 0.1 0.0 0.10
H 4.4008 3.4327 1.2459 0.1 0.0 0.0 0.10
H 5.0080 1.2617 0.2637 0.1 0.0 0.0 0.11
H -2.4845 -1.9945 1.1583 0.1 0.1 -0.2 0.14
H -2.5704 0.6360 -1.4125 0.0 0.0 0.0 0.10
H -4.5626 2.0789 -1.7187 0.0 0.1 -0.1 0.12
H -6.5605 0.0126 1.4313 -0.1 0.0 0.0 0.12
H -4.5780 -1.4292 1.7456 0.0 -0.1 0.1 0.11
```
Positions in Å, forces in eV/Å.

Calculated values
frontier orbital gap: 8.858 eV
energy relative to the best compared isomer or geometry (same formula, charge and spin): 0.0 kcal/mol
LUMO energy: 0.562 eV
highest occupied orbital energy: -8.30 eV
SMILES: O=C(NCCCCc1ccccc1)Nc1ccc(F)cc1

=====

The highest energy relative to the best compared isomer or geometry (same formula, charge and spin) belongs to which entry? C17H19F4NO5

=====

Number 1 is which compound? C17H19F4NO5

=====

Among the records above, which one has the highest energy relative to the best compared isomer or geometry (same formula, charge and spin)? C17H19F4NO5